1.
An isolated ion of composition C3H6N3O2 and charge +1 at a distorted geometry, computed with wB97M-V/def2-TZVPD.

Results
HOMO level (alpha / beta): -14.84 / -14.22 eV
Charge: +1
Energy above the lowest of the compared OMol25 structures with the same formula, charge and spin: 5.114 eV
HOMO-LUMO gap (alpha / beta): 0.3085 / 0.2797 hartree
SMILES: [H]/N=C(\[O-])C[N+](O)=C=[NH2+]

Positions of all 14 atoms, in Å:
H (-2.70, -0.09, -0.91)
N (-1.81, -0.38, -0.54)
C (-0.92, -1.07, -1.21)
O (-1.23, -1.76, -2.16)
C (0.52, -1.04, -0.63)
N (0.77, 0.10, 0.24)
O (2.09, 0.34, 0.59)
C (-0.14, 0.85, 0.72)
N (-0.33, 1.74, 1.62)
H (0.70, -1.98, -0.09)
H (1.22, -1.01, -1.48)
H (2.70, 0.13, -0.14)
H (-1.19, 2.29, 1.61)
H (0.32, 1.88, 2.39)



2.
H35O18 as an isolated structure at a distorted geometry, computed with wB97M-V/def2-TZVPD.

Results
HOMO level (alpha / beta): 2.27 / -4.38 eV
Charge: -2
Energy above the lowest of the compared OMol25 structures with the same formula, charge and spin: 0.728 eV
HOMO-LUMO gap (alpha / beta): 0.0802 / 0.3225 hartree
Expectation value of S²: 0.7507
2S+1: 2

Positions of all 53 atoms, in Å:
O (-1.94, 1.20, 4.80)
H (-1.28, -5.45, 0.09)
H (0.46, 3.91, -3.71)
O (-1.01, -1.36, 3.85)
H (-4.68, -0.68, -2.48)
O (0.02, 0.44, -2.83)
H (5.87, -0.35, -2.19)
H (-0.75, 0.39, -2.23)
O (-2.77, -0.26, 2.71)
H (3.53, -1.56, 1.49)
H (-2.19, -0.56, 2.02)
O (1.21, -4.09, -2.96)
H (1.16, -3.20, -2.64)
H (-2.19, 1.02, 3.89)
O (-1.78, 2.73, -1.77)
H (0.04, -5.46, -0.54)
H (-1.05, 2.34, -2.28)
O (-0.72, -6.03, -0.54)
H (-1.11, -1.62, 0.29)
H (0.69, 0.24, -2.15)
O (0.12, -1.77, 1.77)
H (2.07, 1.44, 0.55)
H (-1.96, -1.61, -1.07)
O (1.26, -0.26, 0.12)
H (0.58, -0.90, 0.52)
H (0.37, -2.65, 1.48)
O (-0.40, 2.34, 1.08)
H (0.03, 1.51, 1.35)
H (4.12, 2.59, -0.59)
O (-1.15, -1.28, -0.64)
H (5.12, 3.35, 0.05)
H (1.96, -0.52, 0.72)
O (5.32, -1.11, -2.15)
H (4.89, -1.09, -1.29)
H (-2.41, -0.83, 3.50)
O (4.84, 3.20, -0.87)
H (-0.43, -1.46, 4.56)
H (-1.60, 2.62, -0.84)
O (0.00, 4.13, -4.55)
H (0.30, -4.24, -3.32)
H (-1.61, 0.36, 5.08)
O (3.23, -0.76, 1.89)
H (-0.44, -1.57, 2.78)
H (-1.33, 2.14, 1.56)
O (-4.12, 2.84, 1.85)
H (-0.08, 3.29, -4.98)
H (-4.15, 3.67, 1.40)
O (-4.71, -0.98, -3.36)
H (2.53, -1.02, 2.48)
H (-4.08, -0.40, -3.84)
O (2.49, 2.19, 0.08)
H (2.30, 2.20, -0.85)
H (-4.55, 2.94, 2.67)



3.
One molecule with the formula C19H32N2O2, computed with wB97M-V/def2-TZVPD.

Results
HOMO level: -8.47 eV
Charge: 0
Energy above the lowest of the compared OMol25 structures with the same formula, charge and spin: 1.983 eV
HOMO-LUMO gap: 0.3341 hartree
SMILES: C=CCCCCCCCCC(=O)NNC1=CC(=O)CC(C)(C)C1

Positions of all 55 atoms, in Å:
C (-2.20, -5.45, -3.58)
C (-3.49, -5.32, -3.33)
C (-4.13, -5.46, -1.99)
C (-5.17, -4.37, -1.72)
C (-4.60, -2.95, -1.70)
C (-3.63, -2.69, -0.54)
C (-2.17, -2.66, -0.99)
C (-1.21, -2.51, 0.19)
C (0.26, -2.65, -0.21)
C (0.71, -1.61, -1.23)
C (0.35, -0.20, -0.82)
O (-0.44, 0.52, -1.39)
N (1.01, 0.23, 0.29)
N (0.66, 1.47, 0.84)
C (1.60, 2.33, 1.33)
C (2.88, 1.99, 1.57)
C (3.84, 2.88, 2.19)
O (5.00, 2.57, 2.37)
C (3.29, 4.22, 2.65)
C (2.16, 4.75, 1.75)
C (2.70, 5.03, 0.35)
C (1.59, 6.04, 2.35)
C (1.06, 3.68, 1.70)
H (-1.79, -5.35, -4.57)
H (-1.49, -5.66, -2.79)
H (-4.18, -5.11, -4.15)
H (-3.36, -5.45, -1.21)
H (-4.63, -6.43, -1.95)
H (-5.94, -4.43, -2.49)
H (-5.66, -4.57, -0.76)
H (-5.45, -2.26, -1.63)
H (-4.10, -2.75, -2.65)
H (-3.86, -1.72, -0.08)
H (-3.76, -3.45, 0.23)
H (-2.03, -1.83, -1.68)
H (-1.94, -3.58, -1.53)
H (-1.38, -1.54, 0.66)
H (-1.44, -3.28, 0.93)
H (0.42, -3.65, -0.63)
H (0.87, -2.58, 0.70)
H (0.24, -1.80, -2.19)
H (1.80, -1.68, -1.36)
H (1.58, -0.37, 0.86)
H (-0.14, 1.84, 0.35)
H (3.27, 1.02, 1.28)
H (2.91, 4.08, 3.67)
H (4.11, 4.93, 2.70)
H (3.11, 4.13, -0.10)
H (3.48, 5.78, 0.39)
H (1.90, 5.41, -0.29)
H (0.78, 6.41, 1.73)
H (1.21, 5.87, 3.35)
H (2.36, 6.80, 2.40)
H (0.58, 3.60, 2.68)
H (0.29, 3.98, 0.98)



4.
A 2-piece molecular cluster, C4H8S2 overall at a distorted geometry, computed with wB97M-V/def2-TZVPD.

Results
HOMO level: -8.41 eV
Charge: 0
Energy above the lowest of the compared OMol25 structures with the same formula, charge and spin: 2.728 eV
HOMO-LUMO gap: 0.2995 hartree
SMILES: CC=C=S.CS

Positions of all 14 atoms, in Å:
C (-0.03, -1.90, -1.80)
C (0.16, -0.77, -0.84)
C (1.10, 0.11, -0.97)
S (2.41, 0.95, -0.65)
H (-0.75, -1.87, -2.58)
H (0.80, -2.22, -2.34)
H (-0.32, -2.75, -1.21)
H (-0.65, -0.68, -0.10)
C (-0.16, 1.72, 1.99)
S (-1.68, 0.70, 1.69)
H (0.54, 1.14, 2.49)
H (0.35, 2.17, 1.16)
H (-0.42, 2.52, 2.72)
H (-1.33, 0.88, 0.42)



5.
C26H19Br5IIrN2O4 as an isolated structure, computed with wB97M-V/def2-TZVPD.

Results
HOMO level (alpha / beta): -4.64 / -4.68 eV
Charge: -1
Energy above the lowest of the compared OMol25 structures with the same formula, charge and spin: 0.000 eV
HOMO-LUMO gap (alpha / beta): 0.2376 / 0.2082 hartree
Expectation value of S²: 0.7587
2S+1: 2

Positions of all 58 atoms, in Å:
Ir (0.33, 0.21, 0.04)
Br (-4.49, 0.57, 5.34)
C (-3.12, 0.89, 4.08)
C (-1.92, 1.48, 4.50)
C (-0.92, 1.73, 3.59)
C (-1.05, 1.37, 2.23)
O (-0.06, 1.64, 1.43)
C (-2.27, 0.75, 1.83)
C (-2.54, 0.50, 0.44)
N (-1.62, 0.31, -0.44)
C (-1.82, 0.54, -1.83)
C (-2.98, 0.33, -2.56)
C (-3.04, 0.77, -3.87)
C (-1.97, 1.48, -4.41)
C (-0.81, 1.70, -3.69)
C (0.30, 2.55, -4.14)
C (1.40, 2.67, -3.40)
C (1.63, 1.84, -2.17)
N (0.40, 1.32, -1.60)
C (-0.70, 1.18, -2.39)
C (-3.30, 0.55, 2.76)
H (-1.79, 1.74, 5.54)
H (0.01, 2.18, 3.90)
H (-3.57, 0.59, 0.09)
H (-3.81, -0.20, -2.11)
H (-3.93, 0.58, -4.46)
H (-2.04, 1.88, -5.42)
H (0.18, 3.10, -5.06)
H (2.21, 3.32, -3.71)
H (2.14, 2.43, -1.41)
H (-4.23, 0.11, 2.44)
Br (2.68, -2.02, 6.14)
C (2.59, -1.31, 4.40)
C (3.69, -0.66, 3.83)
Br (5.31, -0.51, 4.79)
C (3.59, -0.12, 2.55)
Br (5.03, 0.77, 1.70)
C (2.41, -0.21, 1.82)
O (2.26, 0.30, 0.61)
C (1.31, -0.90, 2.38)
O (0.22, -1.00, 1.64)
C (1.41, -1.42, 3.66)
Br (-0.15, -2.25, 4.35)
I (4.52, 1.31, -3.10)
C (2.56, 0.65, -2.51)
H (2.17, 0.08, -3.34)
H (2.72, 0.02, -1.64)
C (0.98, -3.48, -1.94)
C (0.43, -2.60, -0.82)
C (-1.06, -2.84, -0.63)
O (0.75, -1.27, -1.17)
H (0.84, -4.54, -1.71)
H (2.05, -3.29, -2.07)
H (0.47, -3.25, -2.87)
H (0.94, -2.87, 0.12)
H (-1.61, -2.49, -1.51)
H (-1.43, -2.31, 0.25)
H (-1.27, -3.90, -0.49)



6.
One molecule with the formula C4H11NO3 at a distorted geometry, computed with wB97M-V/def2-TZVPD.

Results
HOMO level: -8.07 eV
Charge: 0
Energy above the lowest of the compared OMol25 structures with the same formula, charge and spin: 4.115 eV
HOMO-LUMO gap: 0.3162 hartree
SMILES: CN(CO)C(C)(O)O

Positions of all 19 atoms, in Å:
C (0.68, 1.66, 0.32)
N (-0.06, 0.40, 0.34)
C (-1.75, 0.64, 0.17)
O (-2.62, -0.22, -0.55)
C (0.42, -0.60, -0.47)
C (1.67, -1.26, 0.75)
O (1.10, -0.14, -1.58)
O (-0.33, -1.69, -0.79)
H (0.65, 2.07, 1.33)
H (0.22, 2.38, -0.37)
H (1.71, 1.56, 0.01)
H (-2.07, 0.59, 1.22)
H (-2.02, 1.64, -0.18)
H (-3.37, -0.39, 0.04)
H (2.52, -1.58, 0.16)
H (2.01, -0.60, 1.53)
H (1.15, -2.11, 1.18)
H (1.33, -0.90, -2.13)
H (-1.24, -1.43, -0.99)



What electronic energy values result from the calculations? In sequence: -432.21340; -1375.24966; -1003.15205; -953.48638; -14684.88246; -439.37471 a.u..